[1]
Below is one molecule with the formula C2H4NP at a distorted geometry, with properties calculated with ωB97M-V with the def2-TZVPD basis set.

Element x y z (Å)
C1 1.045 0.155 0.338
C2 -0.195 -0.657 0.395
N1 1.929 0.974 0.088
P1 -1.629 0.588 0.153
H1 -0.351 -1.353 -0.460
H2 -0.181 -1.144 1.442
H3 1.731 1.853 -0.456
H4 -1.595 0.713 -1.331

Calculated values
- energy relative to the best compared isomer or geometry (same formula, charge and spin) (kcal per mole) = 40.11
- orbital gap (spin up / spin down) (eV) = 7.0802 / 8.7355
- multiplicity = 3
- DFT total energy (hartree) = -474.544629

[2]
Below is a 2-piece molecular cluster, C6H15NO overall at a distorted geometry, with properties calculated with ωB97M-V with the def2-TZVPD basis set.

Element x y z (Å)
C1 -0.765 0.630 -1.560
C2 -1.801 0.229 -2.630
C3 -2.676 -0.776 -1.928
N1 -2.268 -2.045 -1.732
O1 -3.700 -0.294 -1.480
H1 -0.308 -0.337 -1.057
H2 -1.272 1.159 -0.675
H3 0.064 1.180 -2.091
H4 -2.538 1.063 -2.916
H5 -1.287 -0.101 -3.541
H6 -2.747 -2.776 -1.221
H7 -1.438 -2.143 -2.200
C4 2.676 0.406 0.983
C5 1.977 0.901 2.260
C6 1.145 -0.075 3.031
H8 3.560 1.105 0.849
H9 2.873 -0.715 0.967
H10 1.915 0.543 0.261
H11 2.812 1.155 2.874
H12 1.384 1.912 2.009
H13 1.303 -1.183 2.884
H14 0.974 0.059 4.075
H15 0.119 0.103 2.837

Calculated values
- energy relative to the best compared isomer or geometry (same formula, charge and spin) (kcal per mole) = 47.05
- orbital gap (eV) = 10.2382
- SMILES = CCC(N)=O.CCC
- DFT total energy (hartree) = -367.556316

[3]
Below is one molecule with the formula C3H6NPS at a distorted geometry, with properties calculated with ωB97M-V with the def2-TZVPD basis set.

Element x y z (Å)
C1 1.595 -0.546 0.441
C2 1.312 0.871 -0.182
C3 -1.193 0.227 -0.448
N1 0.766 -1.454 0.380
P1 -2.750 -0.365 0.075
S1 -0.273 1.649 0.276
H1 2.590 -0.419 0.864
H2 2.175 1.471 -0.032
H3 1.294 0.480 -1.275
H4 -0.899 0.145 -1.513
H5 -2.438 -0.385 1.445
H6 -2.179 -1.676 -0.031

Calculated values
- energy relative to the best compared isomer or geometry (same formula, charge and spin) (kcal per mole) = 98.49
- orbital gap (spin up / spin down) (eV) = 8.6680 / 7.3096
- DFT total energy (hartree) = -912.033070

[4]
Below is C37H34AlAsN4O4S2 as an isolated structure, with properties calculated with ωB97M-V with the def2-TZVPD basis set.

Element x y z (Å)
Al1 0.949 -0.290 -0.385
C1 -2.240 -3.686 1.556
N1 -1.471 -3.774 0.312
C2 -1.221 -4.955 -0.360
C3 -0.431 -4.673 -1.402
N2 -0.190 -3.291 -1.378
C4 -0.857 -2.761 -0.304
S1 -1.085 -1.134 0.187
C5 0.740 -2.672 -2.246
C6 1.115 -3.309 -3.420
C7 2.134 -2.778 -4.185
C8 2.780 -1.619 -3.768
C9 2.329 -1.022 -2.621
N3 1.307 -1.518 -1.878
H1 -2.948 -4.510 1.580
H2 -2.782 -2.746 1.588
H3 -1.567 -3.757 2.412
H4 -1.615 -5.900 -0.027
H5 -0.008 -5.337 -2.130
H6 0.623 -4.212 -3.744
H7 2.436 -3.275 -5.097
H8 3.606 -1.198 -4.322
H9 2.791 -0.114 -2.245
C10 -3.476 0.425 -3.790
C11 -2.220 0.161 -4.321
C12 -1.082 0.594 -3.656
C13 -1.210 1.291 -2.459
C14 -2.464 1.559 -1.926
C15 -3.599 1.127 -2.598
As1 0.386 1.834 -1.504
C16 -0.072 3.462 -0.614
C17 -0.753 3.623 0.578
C18 -1.030 4.912 1.012
C19 -0.621 6.000 0.251
C20 0.080 5.823 -0.935
C21 0.374 4.541 -1.381
C22 1.160 4.198 -2.587
C23 1.707 5.106 -3.483
C24 2.459 4.656 -4.559
C25 2.677 3.299 -4.758
C26 2.131 2.375 -3.878
C27 1.378 2.834 -2.811
H10 -4.363 0.098 -4.316
H11 -2.130 -0.360 -5.266
H12 -0.102 0.419 -4.088
H13 -2.561 2.121 -1.005
H14 -4.579 1.350 -2.200
H15 -1.062 2.765 1.162
H16 -1.558 5.070 1.942
H17 -0.840 7.002 0.593
H18 0.396 6.688 -1.502
H19 1.551 6.168 -3.346
H20 2.883 5.373 -5.249
H21 3.272 2.962 -5.596
H22 2.291 1.317 -4.036
C28 -1.289 2.548 4.319
C29 -1.000 1.077 4.424
C30 0.201 0.638 4.981
C31 0.455 -0.710 5.159
C32 -0.492 -1.639 4.740
C33 -1.697 -1.228 4.192
C34 -1.943 0.128 4.032
S2 -0.203 -3.360 5.008
O1 0.639 -3.469 6.158
O2 -1.450 -4.062 4.915
N4 0.646 -3.868 3.642
C35 1.913 -3.166 3.352
C36 1.632 -2.252 2.167
C37 2.621 -1.171 1.822
O3 3.627 -0.889 2.381
O4 2.177 -0.461 0.731
H23 -0.433 3.090 3.916
H24 -1.490 2.963 5.309
H25 -2.164 2.739 3.699
H26 0.933 1.364 5.315
H27 1.364 -1.036 5.645
H28 -2.448 -1.967 3.947
H29 -2.899 0.453 3.636
H30 0.757 -4.868 3.786
H31 2.681 -3.892 3.092
H32 2.276 -2.617 4.219
H33 0.684 -1.737 2.345
H34 1.485 -2.870 1.274

Calculated values
- orbital gap (eV) = 7.0893
- charge = +2
- DFT total energy (hartree) = -5224.564006

[5]
Below is a 5-piece molecular cluster, C18H44BrO9P2 overall at a distorted geometry, with properties calculated with ωB97M-V with the def2-TZVPD basis set.

Element x y z (Å)
C1 3.748 -0.051 0.974
C2 2.783 0.649 1.048
P1 1.318 1.506 0.693
Br1 1.498 2.576 -1.211
P2 -0.346 0.019 0.488
O1 0.293 -1.284 0.273
H1 4.608 -0.682 0.917
H2 1.066 2.412 1.748
H3 -1.206 0.402 -0.567
H4 -1.103 0.058 1.691
C3 -4.097 4.047 -0.844
O2 -4.118 4.219 0.564
C4 -3.617 3.081 1.236
C5 -2.205 3.302 1.727
O3 -1.294 3.390 0.626
C6 -0.872 4.731 0.362
H5 -4.351 4.999 -1.307
H6 -3.110 3.738 -1.198
H7 -4.842 3.303 -1.137
H8 -3.663 2.197 0.590
H9 -4.266 2.905 2.099
H10 -1.905 2.435 2.329
H11 -2.139 4.190 2.361
H12 -0.206 5.070 1.162
H13 -1.708 5.424 0.266
H14 -0.321 4.727 -0.575
C7 5.666 -1.899 7.144
O4 4.456 -1.162 7.046
C8 4.492 -0.174 6.032
C9 3.714 -0.614 4.810
O5 4.361 -1.692 4.144
C10 3.728 -2.939 4.394
H15 5.498 -2.727 7.829
H16 5.971 -2.301 6.175
H17 6.462 -1.266 7.547
H18 5.522 0.078 5.765
H19 4.020 0.724 6.444
H20 3.673 0.221 4.100
H21 2.687 -0.880 5.079
H22 2.757 -2.980 3.889
H23 3.595 -3.112 5.464
H24 4.365 -3.725 3.991
C11 2.488 -3.303 -5.261
O6 1.364 -3.059 -4.428
C12 1.723 -2.770 -3.087
C13 1.606 -1.289 -2.797
O7 2.593 -0.536 -3.494
C14 2.069 0.142 -4.623
H25 2.136 -3.360 -6.289
H26 3.226 -2.500 -5.186
H27 2.954 -4.257 -4.997
H28 2.732 -3.129 -2.864
H29 1.022 -3.309 -2.444
H30 1.781 -1.129 -1.730
H31 0.599 -0.928 -3.034
H32 1.416 0.964 -4.305
H33 1.514 -0.535 -5.276
H34 2.905 0.558 -5.183
C15 -3.926 -2.402 -3.606
O8 -5.080 -2.247 -2.795
C16 -4.772 -1.899 -1.456
C17 -5.031 -0.430 -1.197
O9 -4.104 0.394 -1.899
C18 -4.677 0.999 -3.052
H35 -4.254 -2.512 -4.637
H36 -3.267 -1.532 -3.538
H37 -3.378 -3.304 -3.315
H38 -3.737 -2.161 -1.212
H39 -5.432 -2.489 -0.813
H40 -4.889 -0.231 -0.128
H41 -6.059 -0.167 -1.455
H42 -5.402 1.763 -2.755
H43 -5.161 0.262 -3.695
H44 -3.876 1.478 -3.616

Calculated values
- orbital gap (eV) = 6.3231
- charge = +1
- DFT total energy (hartree) = -4645.592271

[6]
Below is C20H27N4SSc as an isolated structure, with properties calculated with ωB97M-V with the def2-TZVPD basis set.

Element x y z (Å)
Sc1 -0.852 0.018 -0.289
C1 4.244 3.522 -0.992
C2 3.301 3.406 -2.178
N1 1.895 3.302 -1.770
C3 1.327 2.175 -1.364
S1 -0.376 2.300 -0.887
N2 2.020 1.069 -1.319
N3 1.282 -0.027 -0.972
C4 1.916 -1.156 -0.968
C5 3.364 -1.301 -1.281
C6 1.098 -2.353 -0.683
C7 1.684 -3.596 -0.511
C8 0.877 -4.711 -0.335
C9 -0.498 -4.549 -0.345
C10 -1.009 -3.273 -0.479
N4 -0.245 -2.180 -0.626
H1 5.270 3.604 -1.348
H2 4.173 2.644 -0.350
H3 4.021 4.409 -0.398
H4 3.533 2.529 -2.781
H5 3.371 4.281 -2.821
H6 1.334 4.139 -1.750
H7 3.743 -0.392 -1.733
H8 3.532 -2.143 -1.953
H9 3.928 -1.489 -0.363
H10 2.759 -3.692 -0.528
H11 1.318 -5.690 -0.206
H12 -1.169 -5.389 -0.246
H13 -2.078 -3.124 -0.482
C11 -1.413 1.072 4.066
C12 -1.338 -0.062 3.052
C13 0.071 -0.173 2.441
C14 -2.258 0.099 1.862
C15 -2.490 1.354 1.286
C16 -3.107 1.472 0.039
C17 -3.527 0.347 -0.683
C18 -4.206 0.488 -2.013
C19 -3.339 -0.905 -0.080
C20 -2.722 -1.028 1.167
H14 -0.799 0.827 4.931
H15 -2.433 1.229 4.414
H16 -1.035 2.012 3.661
H17 -1.585 -1.004 3.546
H18 0.320 0.747 1.878
H19 0.171 -1.066 1.805
H20 0.851 -0.252 3.198
H21 -2.175 2.254 1.796
H22 -3.258 2.457 -0.385
H23 -4.130 -0.421 -2.606
H24 -3.796 1.321 -2.583
H25 -5.267 0.690 -1.852
H26 -3.708 -1.784 -0.594
H27 -2.593 -2.009 1.608

Calculated values
- energy relative to the best compared isomer or geometry (same formula, charge and spin) (kcal per mole) = 0.00
- orbital gap (eV) = 6.9190
- charge = +2
- DFT total energy (hartree) = -2155.833154

[7]
Below is C11H18N2 as an isolated structure at a distorted geometry, with properties calculated with ωB97M-V with the def2-TZVPD basis set.

Element x y z (Å)
C1 1.221 -0.703 -1.573
C2 1.404 0.603 -1.511
C3 -1.398 1.070 -0.382
C4 -1.357 -0.264 -0.044
C5 0.925 1.310 -0.219
C6 0.567 -1.583 -0.523
C7 2.246 1.342 0.133
C8 -2.579 1.902 -0.754
C9 -2.586 -1.038 -0.163
C10 2.951 0.448 1.087
C11 -0.314 -1.467 1.851
N1 -0.262 1.736 -0.003
N2 -0.203 -0.893 0.477
H1 1.642 -1.251 -2.428
H2 1.918 1.160 -2.329
H3 -0.026 -2.393 -1.095
H4 1.469 -2.166 -0.126
H5 2.981 2.133 -0.467
H6 -2.601 1.831 -1.884
H7 -2.483 2.940 -0.387
H8 -3.386 1.355 -0.472
H9 -3.440 -0.496 -0.304
H10 -2.739 -1.732 0.610
H11 -2.498 -1.736 -0.953
H12 2.273 -0.350 1.396
H13 3.515 0.968 1.951
H14 3.846 0.112 0.669
H15 -0.951 -2.383 1.839
H16 0.664 -1.934 2.117
H17 -0.689 -0.797 2.593
H18 -0.111 2.276 0.894

Calculated values
- energy relative to the best compared isomer or geometry (same formula, charge and spin) (kcal per mole) = 85.04
- orbital gap (spin up / spin down) (eV) = 6.6828 / 5.8858
- charge = +2
- multiplicity = 3
- DFT total energy (hartree) = -538.549204

[8]
Below is one molecule with the formula C4H3I2NO2 at a distorted geometry, with properties calculated with ωB97M-V with the def2-TZVPD basis set.

Element x y z (Å)
O1 -0.007 1.726 0.245
C1 -0.089 0.531 -0.010
C2 -1.218 -0.335 -0.240
C3 -2.499 0.063 0.070
I1 -4.241 -1.047 0.065
N1 1.330 -0.220 -0.117
O2 1.374 -1.411 -0.476
C4 2.485 0.306 0.196
I2 4.207 -0.769 0.004
H1 -1.083 -1.235 -0.894
H2 -2.752 0.967 0.784
H3 2.494 1.423 0.373

Calculated values
- energy relative to the best compared isomer or geometry (same formula, charge and spin) (kcal per mole) = 0.00
- orbital gap (spin up / spin down) (eV) = 7.2963 / 7.2978
- SMILES = O=C(/C=C/I)/[N+]([O-])=C/I
- DFT total energy (hartree) = -954.698423

[9]
Below is C11H8AuF5N4O3S2Te as an isolated structure, with properties calculated with ωB97M-V with the def2-TZVPD basis set.

Element x y z (Å)
Au1 0.830 1.499 1.541
S1 -0.162 2.829 -0.069
C1 -1.804 2.746 0.297
C2 -2.657 3.575 -0.507
N1 -3.319 4.242 -1.167
C3 -2.372 1.914 1.270
S2 -1.513 0.871 2.254
C4 -3.802 1.917 1.428
N2 -4.943 1.898 1.563
O1 -3.115 -1.404 -3.767
C5 -1.899 -2.043 -4.082
N3 -1.047 -1.757 -2.950
C6 0.232 -2.185 -2.918
O2 0.729 -2.830 -3.824
C7 1.029 -1.824 -1.697
C8 2.084 -2.646 -1.324
C9 2.833 -2.318 -0.210
C10 2.517 -1.164 0.489
N4 1.526 -0.355 0.113
C11 0.798 -0.678 -0.955
H1 -3.743 -1.544 -4.481
H2 -1.441 -1.644 -4.990
H3 -2.021 -3.124 -4.199
H4 -1.499 -1.346 -2.150
H5 2.296 -3.526 -1.917
H6 3.653 -2.940 0.118
H7 3.061 -0.869 1.378
H8 0.020 0.026 -1.232
F1 1.694 3.271 3.468
Te1 1.968 1.750 4.522
F2 3.785 2.064 4.417
F3 1.958 2.925 5.946
F4 2.230 0.411 5.763
F5 0.131 1.660 4.771
O3 1.963 0.599 3.101

Calculated values
- energy relative to the best compared isomer or geometry (same formula, charge and spin) (kcal per mole) = 8.48
- orbital gap (spin up / spin down) (eV) = 8.0315 / 6.5109
- multiplicity = 3
- DFT total energy (hartree) = -2568.095680

[10]
Below is one molecule with the formula C8H14N4S at a distorted geometry, with properties calculated with ωB97M-V with the def2-TZVPD basis set.

Element x y z (Å)
N1 4.565 -0.052 0.644
C1 3.367 -0.228 0.072
N2 2.697 -1.375 0.237
N3 1.459 -1.397 -0.185
C2 1.129 -0.170 -0.501
N4 -0.126 0.101 -1.192
C3 -0.562 1.488 -0.933
C4 -1.218 1.767 0.499
C5 -1.260 0.440 1.381
C6 -2.407 -0.381 0.747
C7 -1.874 -1.537 -0.084
C8 -1.005 -1.041 -1.184
S1 2.384 1.090 -0.427
H1 4.966 -1.025 0.676
H2 5.229 0.553 0.287
H3 -1.403 1.294 -1.568
H4 0.021 2.203 -1.538
H5 -2.136 2.347 0.164
H6 -0.519 2.584 0.956
H7 -1.431 0.733 2.443
H8 -0.449 -0.200 1.637
H9 -2.843 0.478 0.012
H10 -3.121 -0.804 1.453
H11 -2.771 -2.133 -0.520
H12 -1.156 -2.195 0.469
H13 -1.545 -0.754 -2.180
H14 0.008 -1.785 -1.362

Calculated values
- energy relative to the best compared isomer or geometry (same formula, charge and spin) (kcal per mole) = 90.15
- orbital gap (eV) = 8.1652
- SMILES = Nc1nnc(N2CCCCCC2)s1
- DFT total energy (hartree) = -930.282997

[11]
Below is C33H49AsGeN2O9PZn as an isolated structure at a distorted geometry, with properties calculated with ωB97M-V with the def2-TZVPD basis set.

Element x y z (Å)
Zn1 0.387 0.731 1.384
N1 0.530 -1.294 2.174
N2 1.758 -1.572 2.785
C1 2.809 -0.635 2.614
O1 3.938 -1.003 2.942
O2 2.455 0.514 2.186
H1 -0.254 -1.380 2.808
H2 0.353 -1.848 1.341
H3 2.063 -2.531 2.790
O3 1.187 2.332 0.254
C2 1.705 1.481 -0.512
O4 1.416 0.253 -0.438
C3 2.729 1.921 -1.553
C4 3.286 0.749 -2.365
Ge1 1.862 -0.536 -2.933
C5 -0.038 -0.042 -3.111
C6 -0.465 1.231 -3.475
C7 -1.815 1.506 -3.644
C8 -2.759 0.509 -3.455
C9 -2.348 -0.759 -3.076
C10 -0.999 -1.029 -2.906
C11 1.973 -2.343 -2.146
C12 2.255 -2.568 -0.800
C13 2.233 -3.854 -0.277
C14 1.933 -4.936 -1.093
C15 1.655 -4.727 -2.436
C16 1.677 -3.440 -2.955
C17 2.402 -0.857 -4.848
C18 3.655 -1.400 -5.137
C19 4.095 -1.558 -6.443
C20 3.283 -1.164 -7.499
C21 2.031 -0.628 -7.237
C22 1.600 -0.480 -5.924
H4 3.516 2.432 -0.991
H5 2.250 2.673 -2.185
H6 3.978 0.182 -1.739
H7 3.830 1.090 -3.246
H8 0.260 2.026 -3.624
H9 -2.132 2.508 -3.913
H10 -3.813 0.723 -3.579
H11 -3.084 -1.530 -2.889
H12 -0.690 -2.018 -2.588
H13 2.486 -1.721 -0.165
H14 2.454 -4.018 0.773
H15 1.919 -5.940 -0.685
H16 1.420 -5.567 -3.078
H17 1.452 -3.281 -4.005
H18 4.297 -1.710 -4.317
H19 5.071 -1.986 -6.643
H20 3.628 -1.274 -8.521
H21 1.392 -0.325 -8.058
H22 0.616 -0.066 -5.729
C23 -2.783 3.584 3.016
C24 -3.273 2.678 1.890
C25 -2.635 3.125 0.572
C26 -4.797 2.732 1.780
O5 -2.901 1.339 2.295
P1 -2.656 0.133 1.248
O6 -3.812 -0.089 0.353
O7 -1.291 0.274 0.609
O8 -2.475 -1.043 2.372
C27 -3.256 -2.251 2.449
C28 -2.657 -3.021 3.623
C29 -3.116 -3.066 1.161
C30 -4.727 -1.948 2.745
H23 -3.086 4.616 2.824
H24 -1.697 3.522 3.067
H25 -3.200 3.261 3.971
H26 -2.938 4.149 0.346
H27 -2.946 2.472 -0.243
H28 -1.547 3.084 0.641
H29 -5.120 3.738 1.503
H30 -5.256 2.461 2.733
H31 -5.124 2.022 1.019
H32 -1.609 -3.262 3.429
H33 -3.208 -3.949 3.782
H34 -2.715 -2.415 4.528
H35 -2.061 -3.266 0.954
H36 -3.525 -2.495 0.329
H37 -3.644 -4.017 1.250
H38 -4.815 -1.422 3.698
H39 -5.300 -2.876 2.797
H40 -5.130 -1.318 1.955
C31 0.943 4.035 4.595
As1 1.610 2.491 3.581
C32 2.456 1.430 4.971
C33 2.943 3.372 2.492
O9 0.203 1.870 2.977
H41 1.714 4.509 5.203
H42 0.122 3.706 5.231
H43 0.553 4.753 3.873
H44 2.622 2.034 5.862
H45 3.396 1.018 4.608
H46 1.779 0.605 5.192
H47 3.569 3.982 3.143
H48 2.424 3.990 1.762
H49 3.525 2.613 1.982

Calculated values
- energy relative to the best compared isomer or geometry (same formula, charge and spin) (kcal per mole) = 18.97
- orbital gap (eV) = 8.7880
- charge = -1
- DFT total energy (hartree) = -8507.285905

[12]
Below is a 2-piece molecular cluster, C2Br2N2O2 overall at a distorted geometry, with properties calculated with ωB97M-V with the def2-TZVPD basis set.

Element x y z (Å)
C1 -2.913 0.772 0.685
C2 1.058 0.390 0.592
N1 -2.170 1.015 1.504
N2 0.702 0.885 -0.463
O1 0.010 1.757 -1.015
O2 1.011 -0.528 1.322
Br1 3.002 1.341 -0.326
Br2 -4.024 0.329 -0.638

Calculated values
- energy relative to the best compared isomer or geometry (same formula, charge and spin) (kcal per mole) = 28.07
- orbital gap (eV) = 7.6829
- DFT total energy (hartree) = -5484.037984